Formula: C2H3N3O
Source: OMol25
Level of theory: ωB97M-V/def2-TZVPD

Summary:
ΔE to the lowest compared entry with this formula, charge and spin	120.6	kJ/mol
structure (SMILES)	N#CNC(N)=O
charge	0
spin multiplicity	1
HOMO	-0.3500	Ha
LUMO	0.25	eV

Structure (XYZ):
```
9
C2H3N3O | OMol25 | ωB97M-V/def2-TZVPD
N -0.87914 -2.75250 0.15529
C -0.98971 -1.59647 0.13459
N -1.01060 -0.28012 0.09011
C 0.58714 0.37106 0.47909
N 0.87601 1.22399 -0.53572
O 1.08962 -0.05847 1.43085
H -1.82917 0.27931 0.30130
H 0.27663 1.19022 -1.39266
H 1.87921 1.62297 -0.66284
```